(1)
{
  "formula": "C15H26AlCl2CsF2MgNNbO17",
  "method": "ωB97M-V/def2-TZVPD",
  "symbols": ["C", "C", "O", "O", "C", "C", "C", "C", "C", "C", "Nb", "F", "H", "H", "H", "H", "H", "H", "H", "H", "H", "H", "H", "H", "H", "H", "H", "H", "H", "H", "H", "Cs", "Cl", "Mg", "C", "O", "O", "O", "O", "H", "H", "H", "Al", "O", "Cl", "O", "O", "O", "N", "O", "O", "O", "C", "C", "C", "O", "C", "C", "C", "O", "O", "O", "H", "H", "H", "H", "F"],
  "xyz": [[2.22, 1.34, 2.76], [2.16, 1.79, 1.32], [1.94, 1.01, 0.47], [2.37, 3.07, 0.94], [1.71, 4.03, 1.75], [0.47, 4.57, 1.05], [-0.50, 4.73, 2.16], [-1.94, 5.21, 2.04], [-2.85, 3.98, 1.84], [-2.19, 3.00, 0.90], [-3.55, 1.22, 0.37], [-4.03, 2.09, -1.27], [1.34, 1.75, 3.23], [2.19, 0.29, 2.82], [3.09, 1.73, 3.22], [1.34, 3.62, 2.65], [2.42, 4.80, 1.94], [0.66, 5.49, 0.50], [0.20, 3.85, 0.32], [-0.54, 3.82, 2.70], [-0.03, 5.44, 2.82], [-2.15, 5.64, 2.99], [-2.15, 5.98, 1.33], [-3.73, 4.26, 1.31], [-3.19, 3.61, 2.78], [-2.07, 3.52, -0.02], [-1.25, 2.61, 1.25], [-5.05, 1.91, 1.16], [-4.37, -0.33, -0.11], [-2.06, 0.55, -0.52], [-3.03, 0.42, 1.94], [-0.62, -0.43, 1.31], [0.71, 0.75, 5.04], [1.55, 6.16, -1.22], [1.35, -1.15, 6.38], [1.93, -1.60, 7.47], [1.41, 0.09, 6.02], [0.70, -1.85, 5.59], [0.65, -4.22, -1.43], [0.94, -3.69, -2.19], [1.39, -4.74, -1.09], [-0.25, -4.79, -1.64], [1.16, -2.29, 9.00], [6.10, 0.19, 0.21], [5.86, -1.22, 0.29], [4.45, -1.48, 0.49], [6.61, -1.80, 1.35], [6.21, -1.84, -0.97], [4.58, -4.09, -2.48], [4.16, -3.85, -1.35], [3.95, -3.65, -3.45], [5.58, -4.76, -2.64], [-1.59, -3.43, -3.81], [-2.30, -2.38, -4.23], [-3.24, -2.44, -5.39], [-3.85, -1.44, -5.70], [-3.35, -3.71, -6.09], [-2.63, -4.77, -5.69], [-1.69, -4.70, -4.52], [-1.07, -5.71, -4.25], [-2.68, -5.93, -6.31], [-2.16, -1.20, -3.63], [-0.92, -3.35, -2.99], [-4.02, -3.75, -6.94], [-2.06, -6.51, -5.82], [-2.65, -0.54, -4.13], [-1.66, -4.86, -1.80]],
  "mulliken_charge": [-0.74, 0.54, -0.54, -0.36, -0.66, 0.89, -1.35, -1.02, -0.76, -0.11, -0.49, -0.60, -0.14, 0.55, 0.47, 0.30, 0.54, -1.00, 0.82, 0.41, 0.66, 0.32, 0.38, 0.59, 0.38, 0.33, -0.14, -0.03, 0.09, -0.19, -0.14, 1.34, 0.03, 0.36, 0.82, -0.37, -0.15, -0.60, -0.35, 0.41, 0.39, 0.40, 0.31, -0.60, 1.69, -0.49, -0.59, -0.52, 1.15, -0.42, -0.49, -0.47, -0.58, -0.09, 0.75, -0.64, -1.03, 0.33, 1.55, -0.66, -0.57, -0.51, 0.26, 0.41, 0.37, 0.33, -0.79],
  "gap_ev": 1.456,
  "homo_ev": -8.15,
  "e_tot_ev": -96863.1529,
  "largest_force_ev_per_a": 18.60
}

=====

(2)
{
  "formula": "C5H11NO",
  "method": "ωB97M-V/def2-TZVPD",
  "symbols": ["C", "C", "C", "N", "C", "C", "O", "H", "H", "H", "H", "H", "H", "H", "H", "H", "H", "H"],
  "xyz": [[-1.79, 0.58, 0.64], [2.08, -1.26, -0.20], [-2.15, 0.61, -0.80], [-0.32, -1.20, 0.38], [0.83, -0.55, 0.26], [0.84, 0.82, 0.52], [1.80, 1.68, 0.03], [1.99, 1.47, -0.89], [-0.17, -2.17, 0.70], [0.38, 1.20, 1.41], [-1.61, 1.53, 1.14], [-2.27, -0.15, 1.26], [2.03, -1.50, -1.27], [2.98, -0.66, -0.02], [2.18, -2.21, 0.33], [-3.25, 0.62, -0.92], [-1.74, 1.48, -1.31], [-1.80, -0.30, -1.28]],
  "mulliken_charge": [-0.62, -1.39, -0.79, -0.54, 0.81, -0.45, -0.56, 0.33, 0.19, 0.44, 0.44, 0.28, 0.31, 0.34, 0.40, 0.32, 0.24, 0.25],
  "gap_ev": [8.103, 7.007],
  "homo_ev": [-7.37, -7.00],
  "e_tot_ev": -8896.5324,
  "largest_force_ev_per_a": 0.46
}

=====

(3)
{
  "formula": "C23H25As2N6OsS",
  "method": "ωB97M-V/def2-TZVPD",
  "symbols": ["Os", "C", "N", "C", "C", "N", "C", "S", "C", "C", "C", "C", "C", "N", "H", "H", "H", "H", "H", "H", "H", "H", "H", "C", "As", "C", "C", "C", "C", "C", "C", "C", "As", "C", "C", "H", "H", "H", "H", "H", "H", "H", "H", "H", "H", "H", "H", "H", "H", "H", "H", "N", "C", "C", "C", "N", "C", "N"],
  "xyz": [[-0.09, 0.01, -0.22], [-4.19, 2.24, -2.51], [-3.28, 1.24, -3.11], [-3.53, 0.57, -4.29], [-2.49, -0.26, -4.50], [-1.60, -0.09, -3.44], [-2.12, 0.83, -2.60], [-1.55, 1.48, -1.09], [-0.36, -0.80, -3.36], [0.14, -1.29, -4.56], [1.26, -2.10, -4.55], [1.84, -2.40, -3.33], [1.32, -1.83, -2.20], [0.24, -1.01, -2.18], [-4.99, 2.42, -3.21], [-3.65, 3.17, -2.34], [-4.59, 1.86, -1.58], [-4.42, 0.74, -4.87], [-2.35, -0.97, -5.28], [-0.32, -1.03, -5.50], [1.66, -2.49, -5.48], [2.70, -3.06, -3.25], [1.75, -2.05, -1.24], [3.82, -0.38, -0.24], [2.21, -0.28, 0.81], [2.24, -1.88, 1.90], [2.47, 1.15, 2.07], [3.73, 1.44, 2.57], [3.86, 2.44, 3.53], [2.75, 3.14, 3.98], [1.49, 2.84, 3.47], [1.35, 1.84, 2.52], [-0.38, 1.29, 1.89], [-1.45, 2.90, 1.86], [-1.15, 0.27, 3.34], [4.65, -0.49, 0.45], [3.95, 0.53, -0.83], [3.81, -1.24, -0.90], [3.21, -1.91, 2.39], [2.12, -2.77, 1.28], [1.45, -1.83, 2.65], [4.61, 0.92, 2.24], [4.84, 2.67, 3.93], [2.86, 3.92, 4.71], [0.63, 3.41, 3.82], [-1.62, 3.20, 2.89], [-2.41, 2.71, 1.39], [-0.92, 3.69, 1.32], [-0.99, 0.83, 4.26], [-0.67, -0.71, 3.43], [-2.22, 0.14, 3.18], [-0.93, -1.42, 0.47], [-1.55, -2.31, 0.98], [-2.23, -3.31, 1.53], [-2.55, -3.20, 2.92], [-2.82, -3.04, 4.03], [-2.64, -4.43, 0.74], [-2.93, -5.31, 0.06]],
  "mulliken_charge": [1.87, -0.80, 0.12, -0.57, -0.32, 0.32, 0.28, -0.35, 0.76, -0.84, -0.65, -1.19, -0.41, 0.07, 0.31, 0.38, 0.35, 0.47, 0.48, 0.46, 0.47, 0.47, 0.96, -1.11, 0.43, -0.96, 0.74, -0.84, -0.79, -0.77, -0.67, 0.18, 0.79, -1.42, -1.19, 0.46, 0.41, 0.44, 0.46, 0.40, 0.32, 0.34, 0.44, 0.44, 0.38, 0.51, 0.49, 0.45, 0.57, 0.29, 0.43, -1.93, 1.25, 0.53, -0.11, -0.22, -0.21, -0.22],
  "gap_ev": [5.977, 5.974],
  "homo_ev": [-17.75, -17.75],
  "e_tot_ev": -168149.1113,
  "charge": 3,
  "largest_force_ev_per_a": 0.68
}